(1)
Computed, not measured: 2 unconnected molecules or ions with the total composition C19H21ClN, with wB97M-V/def2-TZVPD.

```
42
C19H21ClN | the OMol25 dataset | wB97M-V/def2-TZVPD
C -0.322 2.362 -0.202
C 0.102 1.156 0.526
C -0.621 0.505 1.546
C 0.059 -0.102 2.669
C 1.516 0.144 2.915
C -0.645 -0.897 3.560
C -2.023 -1.107 3.430
C -2.741 -2.006 4.385
C -2.708 -0.449 2.405
C -2.058 0.362 1.486
C -2.883 1.022 0.431
H 0.559 2.942 -0.515
H -0.837 2.077 -1.129
H -0.988 3.025 0.374
H 1.157 0.896 0.426
H 1.822 -0.394 3.822
H 2.146 -0.206 2.088
H 1.729 1.210 3.076
H -0.110 -1.372 4.387
H -3.800 -2.066 4.122
H -2.321 -3.020 4.363
H -2.658 -1.644 5.417
H -3.789 -0.586 2.322
H -3.927 0.702 0.540
H -2.873 2.116 0.518
H -2.566 0.747 -0.583
Cl 5.068 -2.272 -2.516
C 3.712 -1.335 -2.993
C 2.597 -1.258 -2.138
C 1.471 -0.540 -2.566
C 1.510 0.110 -3.836
N 0.283 0.726 -4.028
C -0.527 0.492 -2.937
C 0.185 -0.242 -1.986
C 2.618 0.060 -4.668
C 3.734 -0.676 -4.242
H 2.589 -1.754 -1.170
H 0.024 1.250 -4.859
H -1.538 0.883 -2.894
H -0.178 -0.685 -1.063
H 2.607 0.577 -5.625
H 4.624 -0.751 -4.859
```

## Properties
E in eV: -34049.213
F_max in eV/A: 1.783
HOMO in Eh: -0.396
Net charge: +1
Lowest unoccupied orbital energy in eV: -5.55

=====

(2)
Computed, not measured: C5H13N3 in the gas phase, with wB97M-V/def2-TZVPD.

```
21
C5H13N3 | the OMol25 dataset | wB97M-V/def2-TZVPD
C -0.704 1.309 2.304
C -0.533 1.058 0.803
C 0.641 0.066 0.680
C 0.680 -0.400 -0.755
C 0.593 -1.745 -1.040
N 0.602 -2.255 -2.378
N 0.981 0.724 -1.498
N -1.736 0.542 0.232
H -1.546 1.980 2.503
H 0.174 1.793 2.804
H -1.007 0.448 2.938
H -0.248 2.098 0.283
H 0.730 -0.893 1.374
H 1.561 0.603 0.847
H 0.379 -2.434 -0.291
H 1.498 -2.000 -2.793
H 0.444 -3.202 -2.428
H 0.513 1.530 -1.307
H 0.928 0.651 -2.420
H -2.195 -0.178 0.840
H -1.757 0.305 -0.699
```

## Properties
Relative energy (zero: lowest compared OMol25 entry of this formula, charge and spin) in eV: 1.936
E in eV: -9864.431
Structure (SMILES): C[C@H](N)C/C(N)=C/N
F_max in eV/A: 5.128
HOMO in Eh: -0.270
Net charge: 0
Lowest unoccupied orbital energy in eV: 1.06

=====

(3)
Computed, not measured: 8 unconnected molecules or ions with the total composition C46H131N22O7P7, with wB97M-V/def2-TZVPD.

```
213
C46H131N22O7P7 | the OMol25 dataset | wB97M-V/def2-TZVPD
O -8.994 -5.077 -26.720
P -9.718 -4.179 -25.835
N -9.301 -2.491 -25.953
C -7.924 -2.126 -25.752
C -10.053 -1.678 -26.977
N -9.378 -4.549 -24.186
C -9.196 -5.995 -23.867
C -9.897 -3.682 -23.101
N -11.452 -4.248 -25.900
C -12.343 -3.495 -25.016
C -12.092 -5.402 -26.573
H -7.466 -2.610 -24.889
H -7.847 -1.054 -25.570
H -7.440 -2.395 -26.691
H -9.736 -0.640 -26.884
H -11.110 -1.759 -26.721
H -9.777 -1.891 -28.010
H -9.892 -6.655 -24.385
H -8.230 -6.317 -24.254
H -9.300 -6.153 -22.793
H -10.927 -3.888 -22.811
H -9.291 -3.808 -22.203
H -9.716 -2.650 -23.401
H -12.462 -4.000 -24.058
H -11.822 -2.576 -24.749
H -13.328 -3.279 -25.429
H -13.108 -5.523 -26.198
H -11.682 -6.399 -26.413
H -11.941 -5.216 -27.637
O -18.043 -0.074 -27.293
P -16.613 0.186 -27.481
N -16.093 0.092 -29.170
C -16.877 0.848 -30.106
C -15.387 -1.031 -29.756
N -15.578 -0.938 -26.678
C -16.168 -2.024 -25.884
C -14.296 -0.458 -26.080
N -16.147 1.770 -26.897
C -16.869 2.363 -25.736
C -14.972 2.521 -27.218
H -17.715 0.227 -30.424
H -16.256 1.057 -30.977
H -17.250 1.760 -29.640
H -15.901 -1.941 -29.447
H -14.343 -1.032 -29.444
H -15.363 -1.038 -30.846
H -16.961 -2.417 -26.520
H -15.486 -2.872 -25.808
H -16.570 -1.741 -24.912
H -13.707 0.200 -26.719
H -14.520 0.199 -25.239
H -13.690 -1.290 -25.721
H -16.814 3.440 -25.582
H -17.897 1.999 -25.724
H -16.523 1.900 -24.812
H -14.305 2.439 -26.360
H -15.162 3.543 -27.546
H -14.450 1.963 -27.995
O -13.124 8.073 -27.342
P -11.944 7.353 -26.777
N -10.568 8.406 -26.517
C -9.479 8.067 -25.519
C -10.742 9.836 -26.810
N -11.293 6.109 -27.774
C -10.168 5.246 -27.345
C -11.622 6.045 -29.213
N -12.166 6.501 -25.282
C -12.845 5.157 -25.226
C -12.447 7.299 -24.075
H -8.673 7.544 -26.034
H -9.812 7.466 -24.673
H -9.075 8.992 -25.108
H -11.657 10.193 -26.338
H -10.871 10.063 -27.869
H -9.969 10.499 -26.424
H -9.203 5.692 -27.588
H -10.132 5.257 -26.256
H -10.317 4.250 -27.763
H -11.490 5.029 -29.586
H -12.658 6.338 -29.378
H -11.033 6.853 -29.646
H -12.737 4.571 -26.138
H -12.370 4.539 -24.464
H -13.919 5.206 -25.047
H -12.248 6.642 -23.229
H -13.489 7.608 -23.993
H -11.808 8.179 -24.002
O -7.057 5.603 -25.932
P -5.898 4.599 -25.885
N -4.433 5.385 -26.168
C -4.224 6.132 -27.489
C -3.506 5.957 -25.077
N -6.035 3.450 -27.164
C -7.174 3.434 -28.102
C -4.939 2.612 -27.607
N -5.609 3.718 -24.443
C -4.508 2.859 -24.202
C -6.862 3.507 -23.606
H -3.169 6.294 -27.709
H -4.816 7.046 -27.434
H -4.604 5.646 -28.387
H -3.132 6.924 -25.412
H -2.795 5.162 -24.856
H -4.108 6.185 -24.196
H -6.930 3.832 -29.087
H -7.564 2.418 -28.167
H -8.063 3.934 -27.718
H -4.919 2.418 -28.680
H -3.997 3.133 -27.437
H -4.668 1.771 -26.968
H -4.246 2.906 -23.145
H -4.805 1.866 -24.539
H -3.608 3.192 -24.719
H -7.317 4.476 -23.399
H -6.654 3.097 -22.618
H -7.577 2.840 -24.087
O -13.257 4.496 -32.767
P -14.687 4.884 -32.897
N -15.579 4.038 -34.214
C -16.013 2.666 -34.017
C -15.484 4.421 -35.606
N -14.991 6.582 -33.092
C -14.067 7.516 -32.402
C -16.229 7.196 -33.503
N -15.720 4.553 -31.508
C -15.110 4.049 -30.278
C -17.135 4.806 -31.480
H -15.254 2.031 -33.561
H -16.407 2.200 -34.920
H -16.911 2.712 -33.400
H -16.136 3.939 -36.334
H -14.495 4.097 -35.930
H -15.616 5.503 -35.639
H -14.213 7.533 -31.322
H -13.053 7.153 -32.573
H -14.147 8.499 -32.866
H -16.860 6.457 -33.998
H -16.775 7.665 -32.685
H -15.887 8.003 -34.150
H -14.151 4.519 -30.061
H -15.789 4.152 -29.432
H -14.900 2.989 -30.424
H -17.410 5.817 -31.180
H -17.622 4.167 -30.745
H -17.606 4.621 -32.445
O -9.841 -1.024 -36.630
P -10.102 0.426 -36.532
N -9.798 1.225 -38.045
C -8.517 0.875 -38.693
C -10.859 1.420 -38.994
N -9.135 1.157 -35.378
C -9.114 0.566 -33.963
C -8.489 2.422 -35.525
N -11.702 0.877 -36.078
C -12.606 -0.140 -35.605
C -12.242 2.244 -35.927
H -8.423 1.512 -39.572
H -8.469 -0.159 -39.035
H -7.726 1.193 -38.015
H -11.674 2.111 -38.778
H -11.252 0.470 -39.356
H -10.383 1.906 -39.845
H -8.214 0.802 -33.396
H -9.985 0.887 -33.391
H -9.195 -0.519 -34.021
H -7.787 2.643 -34.720
H -8.013 2.581 -36.493
H -9.264 3.170 -35.359
H -12.072 -0.594 -34.770
H -13.526 0.325 -35.251
H -12.754 -0.949 -36.320
H -12.866 2.434 -36.800
H -11.451 2.988 -35.827
H -12.827 2.356 -35.015
O -13.289 -3.428 -33.572
P -12.158 -3.475 -32.641
N -12.312 -4.319 -31.132
C -11.251 -4.870 -30.290
C -13.667 -4.665 -30.679
N -11.643 -1.900 -32.094
C -10.494 -1.771 -31.077
C -12.507 -0.718 -32.233
N -10.726 -4.192 -33.334
C -9.977 -3.399 -34.316
C -10.901 -5.597 -33.762
H -11.143 -4.320 -29.356
H -10.305 -4.921 -30.829
H -11.538 -5.887 -30.022
H -13.732 -4.436 -29.615
H -13.872 -5.701 -30.946
H -14.372 -4.016 -31.199
H -10.838 -1.578 -30.060
H -9.793 -2.602 -31.143
H -9.832 -0.924 -31.260
H -11.767 0.039 -32.492
H -13.173 -0.849 -33.086
H -13.032 -0.602 -31.284
H -10.278 -3.499 -35.359
H -9.941 -2.335 -34.084
H -8.914 -3.631 -34.251
H -11.437 -5.582 -34.711
H -11.425 -6.139 -32.974
H -9.923 -6.033 -33.967
N -11.869 2.534 -30.998
C -10.499 2.515 -31.116
C -9.986 1.560 -30.242
C -11.122 1.006 -29.568
C -12.284 1.628 -30.043
H -12.462 3.179 -31.502
H -10.034 3.201 -31.808
H -8.946 1.330 -30.066
H -11.041 0.274 -28.779
H -13.299 1.442 -29.724
```

## Properties
Relative energy (zero: lowest compared OMol25 entry of this formula, charge and spin) in eV: 2.691
E in eV: -161967.887
Structure (SMILES): CN(C)P(=O)(N(C)C)N(C)C.CN(C)P(=O)(N(C)C)N(C)C.CN(C)P(=O)(N(C)C)N(C)C.CN(C)P(=O)(N(C)C)N(C)C.CN(C)P(=O)(N(C)C)N(C)C.CN(C)P(=O)(N(C)C)N(C)C.CN(C)P(=O)(N(C)C)N(C)C.c1cc[nH]c1
F_max in eV/A: 4.124
HOMO in Eh: -0.287
Net charge: 0
Lowest unoccupied orbital energy in eV: 0.25